Run one
ORCA calculation (ωB97M-V/def2-TZVPD) on a single C5H10 molecule.

Properties
LUMO energy   0.041 Ha
Frontier orbital gap   0.40455 Ha

Element x y z (Å)
C: -0.63974 -1.43015 -0.36379
C: -0.02221 -0.01381 -0.11924
C: 0.69837 0.58607 -1.32387
C: 0.56484 0.16235 1.26455
C: -0.73372 0.88901 0.85707
H: 0.11298 -2.06691 -1.03490
H: -1.65272 -1.27194 -0.80416
H: -0.77042 -1.92514 0.74652
H: -0.12984 0.86305 -2.04021
H: 1.45258 -0.06511 -1.72126
H: 1.35975 1.45790 -1.04134
H: 1.40527 0.79805 1.21573
H: 0.69152 -0.53372 2.07323
H: -0.69419 1.95975 0.82658
H: -1.64248 0.59061 1.46509

Results of the natural (NBO) charge analysis, in e, for atoms 1 through 4:
1. C -0.60
2. C -0.06
3. C -0.61
4. C -0.43

***

Run two
ORCA calculation (ωB97M-V/def2-TZVPD) on 2 unconnected molecules or ions with the total composition C5H10.

Properties
LUMO energy   0.038 Ha
Frontier orbital gap   0.38406 Ha

Element x y z (Å)
C: 0.86581 2.17042 -1.15637
C: 0.52994 2.79955 0.02728
C: -0.20534 2.33074 1.29691
H: 1.21244 2.73771 -1.99554
H: 0.65684 1.22114 -1.55495
H: 0.65942 3.89224 0.05628
H: -1.13891 1.77544 1.03405
H: 0.40786 1.58725 1.60914
H: -0.47294 3.00317 2.09709
C: -0.59925 -3.92579 0.44330
C: -0.46930 -3.30733 -0.72730
H: 0.05029 -3.90161 1.29508
H: -1.43294 -4.65111 0.65376
H: 0.39208 -2.65780 -0.89959
H: -1.06533 -3.41204 -1.59823

Results of the natural (NBO) charge analysis, in e, for atoms 1 through 4:
1. C -0.42
2. C -0.15
3. C -0.66
4. H 0.19

***

Run three
ORCA calculation (ωB97M-V/def2-TZVPD) on a single C5H10 molecule.

Properties
LUMO energy   0.044 Ha
Frontier orbital gap   0.39451 Ha

Element x y z (Å)
C: 1.30554 0.80356 1.08998
C: 0.63544 -0.37051 0.93068
C: -0.35298 -0.60371 -0.19941
C: 0.22141 -0.20876 -1.65202
C: -1.62655 0.24188 0.07823
H: 1.92409 0.74625 1.98353
H: 1.48701 1.69111 0.33686
H: 0.65401 -1.14055 1.88104
H: -0.54059 -1.69962 -0.18484
H: 0.42470 0.87817 -1.58222
H: -0.51056 -0.44987 -2.45793
H: 1.21557 -0.66345 -1.87578
H: -1.98008 0.09620 1.09709
H: -2.46287 -0.01240 -0.62919
H: -1.30848 1.37937 -0.05332

Results of the natural (NBO) charge analysis, in e, for atoms 1 through 4:
1. C -0.44
2. C -0.17
3. C -0.28
4. C -0.61

***

Run four
ORCA calculation (ωB97M-V/def2-TZVPD) on a molecular structure, C5H10.

Properties
LUMO energy   0.046 Ha
Frontier orbital gap   0.30657 Ha

Element x y z (Å)
C: 1.96748 0.00400 0.02744
C: 0.64641 0.58785 0.46256
C: -0.69136 -0.77329 0.46762
C: -1.79006 -0.26382 -0.41934
C: -0.64217 0.83263 -0.47494
H: 2.83072 0.60523 0.32633
H: 2.11269 -0.96495 0.51329
H: 2.08589 -0.14180 -1.04725
H: 0.63373 0.77369 1.53195
H: -0.13478 -1.58183 0.04417
H: -0.99330 -0.85973 1.49159
H: -2.72703 0.05425 0.05807
H: -2.02569 -0.80818 -1.34650
H: -1.05000 1.77383 -0.17026
H: -0.22252 0.76213 -1.46473

Results of the natural (NBO) charge analysis, in e, for atoms 1 through 4:
1. C -0.64
2. C -0.27
3. C -0.33
4. C -0.48

***

Stability order, top to bottom: run three, run one, run two, run four